(1)
The following is a quantum chemistry calculation of a molecular structure, C26H26AsF6N2O7SSr, from the Open Molecules 2025 dataset.

<S²>: 0.7598
HOMO energy (alpha / beta): -8.51 / -8.52 eV
spin multiplicity: 2
energy: -133512.6945 eV
net charge: 0

```
70
Properties=species:S:1:pos:R:3:mulliken_charge:R:1
Sr -0.46741 0.22256 0.48518 1.3156
C 3.77398 0.29123 -1.10850 -0.7102
O 2.64522 -0.58857 -1.04375 -0.2384
C 2.10305 -0.76479 -2.33876 -0.3231
C 0.91266 -1.66455 -2.26193 -1.0726
O -0.29935 -0.99582 -1.79254 0.1284
C -1.16819 -0.67741 -2.90772 -0.6566
C -2.41737 0.00546 -2.43964 -0.6832
O -2.21285 1.37277 -2.09758 -0.1034
C -2.29566 2.26959 -3.19825 -0.7352
H 4.50366 -0.07732 -1.83211 0.4168
H 4.24896 0.32660 -0.13110 0.1882
H 3.46370 1.30098 -1.39172 0.1254
H 2.85303 -1.21324 -2.98614 0.6036
H 1.81198 0.20319 -2.75728 0.0672
H 1.12221 -2.48645 -1.58328 0.3167
H 0.72059 -2.08235 -3.24582 0.4869
H -1.44284 -1.58661 -3.43593 0.4311
H -0.61715 -0.03286 -3.60126 0.3237
H -2.80572 -0.48632 -1.54829 0.0605
H -3.17409 -0.10279 -3.21964 0.5056
H -3.30079 2.26284 -3.62963 0.3264
H -1.57278 2.01950 -3.98337 0.3262
H -2.06797 3.27183 -2.82876 0.1240
S 3.66731 0.24705 3.53211 -0.4009
C 3.38433 1.92253 3.23138 1.0701
C 4.12701 3.03255 3.64657 -0.7086
C 3.66615 4.28316 3.28352 -0.4719
C 2.48840 4.42877 2.52836 -0.6783
C 1.77035 3.32476 2.12257 0.1507
C 2.23169 2.05679 2.47611 -1.2922
N 1.59565 0.84273 2.13109 0.3361
C 2.24066 -0.16075 2.63151 -0.1738
C 1.82234 -1.58969 2.42448 1.2945
C 2.33166 -2.63673 3.18574 -0.6874
C 1.91851 -3.95079 2.96015 -0.8774
C 0.98194 -4.24225 1.96686 -0.6990
C 0.44599 -3.22172 1.18326 -0.8503
C 0.89428 -1.95407 1.46579 0.9348
H 5.03666 2.91691 4.23268 0.3939
H 4.22165 5.16483 3.58626 0.3878
H 2.13624 5.42689 2.26313 0.4379
H 0.86571 3.43165 1.53776 0.1463
H 3.05391 -2.42209 3.97459 0.4053
H 2.32429 -4.75248 3.57352 0.3980
H 0.64768 -5.26844 1.80423 0.4061
H -0.30013 -3.42620 0.42628 0.6429
O -1.58976 2.15085 0.97366 -0.6277
C -1.61869 3.27887 0.46369 -1.4905
C -0.68746 3.78776 -0.52817 0.9749
C -0.85336 5.12522 -0.89297 0.0960
C -0.02287 5.69442 -1.79961 -1.1776
C 1.01535 4.94859 -2.39105 -0.6028
C 1.19591 3.63284 -2.05534 -1.0665
C 0.35587 2.98416 -1.10012 1.1544
O 0.53636 1.76036 -0.77483 1.0592
N -0.22513 7.13122 -2.17076 1.0224
O -1.10584 7.75968 -1.60042 -0.6269
O 0.50117 7.60058 -3.03293 -0.6390
H -2.40276 3.98442 0.78554 0.2644
H -1.65137 5.71866 -0.45209 0.5218
H 1.66109 5.43719 -3.11124 0.5251
H 1.99151 3.04426 -2.50761 0.2284
F -1.61490 -0.19726 2.44274 -0.7042
As -2.93964 -1.23340 1.87208 2.2972
F -2.12310 -2.51887 2.56032 -0.4955
F -3.79521 -0.91543 3.26826 -0.4809
F -4.07531 -2.25785 1.23469 -0.4815
F -3.57063 0.09621 1.05522 -0.4465
F -1.93930 -1.47863 0.38590 -0.6923
```

(2)
The following is a quantum chemistry calculation of a molecular structure, C8H30B2O31, from the Open Molecules 2025 dataset.

HOMO energy: -5.16 eV
energy: -73620.3011 eV
net charge: -2

```
71
Properties=species:S:1:pos:R:3:mulliken_charge:R:1
O 23.49581 29.05713 8.96433 -0.7308
C 24.42371 28.31707 9.34635 0.3094
O 24.38537 27.68995 10.42805 -0.7170
B 25.58154 26.85035 10.47886 1.5238
O 26.35604 27.19343 9.26789 -0.2960
C 25.65014 28.02177 8.61372 0.8598
O 26.04839 28.46133 7.55941 -0.9465
O 25.22333 25.46520 10.54204 -0.3263
C 25.72719 25.03350 11.58864 0.7321
O 25.84970 23.86117 11.88163 -0.7275
C 26.22001 26.13384 12.38814 0.3385
O 26.24549 27.15912 11.75167 -0.4889
O 26.01496 26.22624 13.63192 -0.7502
O 28.51988 26.36396 6.43374 -0.8401
C 28.28193 25.60319 7.34871 0.5621
O 29.09569 25.35841 8.23057 -0.8010
B 28.46535 24.32985 8.99167 1.8772
O 27.14653 24.10482 8.43477 0.7224
C 27.05730 24.94494 7.52540 0.2611
O 25.97713 25.38101 7.08458 -0.2902
O 29.29774 23.13473 9.08302 -0.6934
C 29.60028 22.89640 10.24637 1.0349
O 30.19817 21.88849 10.57216 -0.7697
C 28.97452 23.78880 11.13664 -0.1939
O 28.33310 24.58860 10.42835 -0.3100
O 28.73315 23.57499 12.35443 -0.6918
O 26.18872 20.69794 8.83016 -0.8336
H 25.83027 21.55090 8.55047 0.3706
H 26.34712 20.83606 9.74956 0.5093
O 29.44023 20.79884 13.07615 -0.6934
H 29.08048 21.63932 13.32271 0.3957
H 29.59706 20.67785 12.17137 0.2741
O 25.57861 27.64969 4.90522 -0.7284
H 25.74572 28.02494 5.75503 0.4496
H 25.36339 28.36724 4.27516 0.2393
O 31.06493 20.95641 7.85881 -0.6955
H 30.46210 21.22030 7.11832 0.3360
H 31.05947 21.72509 8.40165 0.3063
O 24.77794 24.27372 4.89026 -0.7541
H 25.24076 24.71802 5.64142 0.1337
H 25.44934 24.09473 4.27759 0.3713
O 28.17206 21.19049 7.31268 -0.5719
H 27.38717 21.13788 7.86217 0.2659
H 27.93258 21.75954 6.59412 0.3737
O 23.57733 25.64018 7.99054 -0.5831
H 23.16502 26.31138 7.41521 0.4950
H 24.43724 25.66423 7.60184 0.0528
O 27.64581 22.74195 14.63411 -0.6628
H 27.58922 23.23675 13.83040 0.4242
H 27.63926 23.48277 15.26057 0.2857
O 28.93990 19.42240 9.50210 -0.6673
H 29.65326 19.04333 10.04538 0.2800
H 29.23595 20.28296 9.24031 0.3692
O 27.95777 23.21731 5.18981 -0.7539
H 28.86064 23.43409 5.52979 0.3670
H 27.72032 23.62261 4.38389 0.2973
O 27.31891 25.89588 3.71870 -0.7413
H 26.66834 26.42069 4.15272 0.4386
H 27.92745 25.82024 4.37640 0.3046
O 27.00208 21.40621 11.24630 -0.6673
H 26.80407 22.04834 11.92920 0.3390
H 27.78126 20.95714 11.60628 0.2609
O 30.42944 23.07388 5.92143 -0.5507
H 30.84845 23.62697 6.52342 0.2282
H 31.06312 22.80246 5.28102 0.2129
O 24.66965 23.07036 9.27109 -0.7440
H 25.51656 23.47595 9.46393 0.2363
H 24.12480 23.39578 10.00900 0.4323
O 23.23112 27.52198 6.28916 -0.6618
H 22.60910 27.33759 5.57714 0.2773
H 24.14255 27.43308 5.93666 0.3340
```

(3)
The following is a quantum chemistry calculation of 2 unconnected molecules or ions with the total composition C8H6Cl3NO3, from the Open Molecules 2025 dataset.

HOMO energy: -9.98 eV
SMILES: O=C(c1ccccc1)C(Cl)(Cl)Cl.O=NO
energy: -53589.2414 eV
net charge: 0

```
21
Properties=species:S:1:pos:R:3:mulliken_charge:R:1
O -0.99659 1.38594 -1.19705 -0.6229
C -0.98987 0.39109 -0.53993 0.2579
C 0.07087 -0.57667 -0.23382 0.4756
C 1.09064 -0.76512 -1.22940 -0.4314
C 2.01295 -1.74030 -1.08662 -0.5996
C 2.10973 -2.47552 0.09485 -0.3316
C 1.23279 -2.24468 1.15009 -1.0880
C 0.19737 -1.28650 0.90575 0.1264
C -2.34453 0.21856 0.37884 0.4051
Cl -3.62629 1.09142 -0.58472 -0.1575
Cl -2.83370 -1.42842 0.28767 -0.1062
Cl -2.39130 0.88135 2.01519 -0.0956
H 1.05474 -0.21561 -2.18214 0.3350
H 2.62706 -1.94542 -1.92690 0.3977
H 2.92889 -3.08663 0.22484 0.4377
H 1.27394 -2.78600 2.01969 0.4998
H -0.38398 -0.94903 1.69000 0.4215
O -0.35400 4.68000 1.35809 -0.3726
N -0.12647 3.75953 0.65326 0.2727
O -0.26258 3.97285 -0.70377 -0.3201
H -0.28967 3.11917 -1.09394 0.4956
```

Number 1: F_max 2.34 eV Å⁻¹. Number 2: F_max 9.84 eV Å⁻¹. Number 3: F_max 4.27 eV Å⁻¹.